Record 1
DFT (ωB97M-V/def2-TZVPD) results for a molecular structure, C19H36AsBiF6N4OSSi2 at a distorted geometry.

Geometry as ORCA input:
```
! wB97M-V def2-TZVPD RIJCOSX def2/J DEFGRID3
* xyz -1 2
Bi 1.635 -1.311 -0.611
C 0.057 1.694 3.795
N 0.142 3.087 3.376
C -0.746 3.942 4.153
C 0.115 3.317 1.994
S -0.533 2.228 0.925
N 0.674 4.490 1.615
C 1.486 5.294 2.510
C 0.734 4.898 0.226
H 0.323 1.647 4.853
H 0.752 1.088 3.219
H -0.949 1.280 3.663
H -1.770 3.545 4.148
H -0.770 4.951 3.745
H -0.397 3.983 5.186
H 1.667 4.752 3.432
H 0.998 6.246 2.739
H 2.445 5.507 2.032
H -0.033 4.383 -0.343
H 1.711 4.651 -0.200
H 0.573 5.976 0.158
O 3.767 2.412 0.544
C 3.136 1.513 0.092
N 2.499 0.632 -0.386
N 1.238 -1.169 1.417
C 0.455 -1.672 2.375
C -0.931 -1.375 2.450
C -1.717 -1.876 3.466
C -1.181 -2.719 4.434
C 0.177 -3.016 4.386
C 0.992 -2.485 3.408
H -1.336 -0.698 1.710
H -2.771 -1.621 3.490
H -1.807 -3.136 5.212
H 0.612 -3.664 5.138
H 2.048 -2.720 3.373
C -1.503 1.725 -3.030
Si -0.198 0.348 -3.103
C -0.494 -0.683 -4.656
C 1.476 1.169 -3.390
C -0.383 -0.603 -1.472
Si -1.551 -2.093 -1.393
C -3.149 -1.490 -0.559
C -2.106 -2.836 -3.037
C -0.810 -3.546 -0.434
H -1.348 2.464 -3.821
H -1.454 2.236 -2.067
H -2.514 1.322 -3.140
H -0.195 -0.112 -5.538
H -1.542 -0.961 -4.775
H 0.102 -1.598 -4.638
H 1.453 1.740 -4.322
H 2.270 0.421 -3.478
H 1.743 1.846 -2.581
H -0.696 0.117 -0.714
H -3.625 -0.726 -1.179
H -2.974 -1.049 0.424
H -3.855 -2.315 -0.432
H -2.696 -2.140 -3.637
H -2.729 -3.710 -2.832
H -1.255 -3.169 -3.631
H -0.459 -3.270 0.561
H 0.025 -3.973 -1.000
H -1.548 -4.341 -0.310
F 1.085 -2.993 -3.095
As 2.399 -4.132 -3.373
F 1.359 -5.424 -2.858
F 2.928 -3.935 -1.717
F 3.695 -5.247 -3.666
F 3.402 -2.783 -3.819
F 1.856 -4.314 -5.012
*
```

Computed properties:
Expectation value of S² ... 0.768
Orbital gap (alpha / beta) ... 7.908 / 6.593 eV
Total energy ... -5066.8517 Ha

***

Record 2
DFT (ωB97M-V/def2-TZVPD) results for 9 unconnected molecules or ions with the total composition C19H36Cl2F15N3O11S at a distorted geometry.

Geometry as ORCA input:
```
! wB97M-V def2-TZVPD RIJCOSX def2/J DEFGRID3
* xyz 2 1
N -15.506 -9.188 -15.408
H -14.907 -9.128 -16.219
H -15.872 -10.114 -15.234
H -16.397 -8.781 -15.652
H -15.075 -8.951 -14.526
N -17.980 -10.146 -22.807
H -18.291 -10.189 -21.847
H -17.136 -9.592 -22.792
H -18.752 -9.736 -23.313
H -17.607 -11.008 -23.179
N -13.985 -16.327 -15.658
H -14.858 -15.872 -15.431
H -13.636 -15.868 -16.487
H -14.072 -17.301 -15.909
H -13.358 -16.006 -14.934
C -9.426 -11.912 -21.362
F -9.131 -12.781 -22.306
F -8.646 -12.027 -20.251
F -9.130 -10.767 -21.936
S -11.254 -11.971 -20.877
O -11.408 -13.089 -19.969
O -11.436 -10.775 -20.067
O -12.074 -12.129 -22.077
C -18.339 -3.152 -20.728
C -17.201 -2.555 -21.492
O -15.990 -2.686 -20.730
C -15.219 -3.822 -20.728
O -15.612 -4.838 -21.410
C -13.944 -3.734 -19.859
F -13.710 -2.479 -19.544
F -13.943 -4.513 -18.774
F -12.928 -4.176 -20.608
H -19.280 -3.090 -21.275
H -18.497 -2.725 -19.737
H -18.117 -4.203 -20.543
H -17.469 -1.565 -21.863
H -17.004 -3.077 -22.429
C -5.635 -16.354 -14.073
C -6.464 -15.691 -15.162
O -6.701 -14.319 -14.918
C -7.756 -13.835 -14.111
O -8.717 -14.473 -13.828
C -7.510 -12.308 -13.757
F -8.546 -11.589 -14.257
F -7.439 -12.153 -12.390
F -6.393 -11.853 -14.318
H -5.374 -17.394 -14.272
H -6.094 -16.265 -13.088
H -4.692 -15.825 -13.939
H -7.403 -16.177 -15.428
H -5.742 -15.706 -15.978
C -22.815 -18.247 -19.225
C -22.157 -19.460 -19.833
O -21.198 -19.014 -20.789
C -19.984 -18.749 -20.344
O -19.453 -19.130 -19.251
C -19.075 -17.944 -21.294
F -19.247 -18.306 -22.547
F -19.313 -16.538 -21.288
F -17.793 -17.983 -20.899
H -22.077 -17.855 -18.525
H -23.701 -18.596 -18.694
H -23.062 -17.417 -19.887
H -22.910 -19.916 -20.476
H -21.720 -20.232 -19.198
C -2.506 -5.295 -20.326
C -1.777 -5.985 -21.468
O -1.102 -4.983 -22.228
C 0.000 -4.346 -21.828
O 0.592 -4.587 -20.800
C 0.507 -3.341 -22.771
F 1.676 -3.782 -23.331
F -0.238 -3.138 -23.822
F 0.694 -2.228 -22.148
H -3.016 -6.032 -19.707
H -3.364 -4.687 -20.614
H -1.921 -4.761 -19.577
H -2.439 -6.538 -22.135
H -0.956 -6.679 -21.286
Cl -12.624 -18.746 -26.352
C -11.696 -17.338 -26.519
C -12.281 -16.243 -27.485
Cl -11.940 -16.761 -29.123
H -10.684 -17.639 -26.789
H -11.701 -16.835 -25.552
H -11.884 -15.249 -27.280
H -13.363 -16.123 -27.419
*
```

Computed properties:
Relative energy (zero: lowest compared OMol25 entry of this formula, charge and spin) ... 7.893 eV
Orbital gap ... 4.447 eV
Total energy ... -4553.3136 Ha

***

Record 3
DFT (ωB97M-V/def2-TZVPD) results for a molecular structure, C19H36Cl2HgN2S2SbSi3.

Geometry as ORCA input:
```
! wB97M-V def2-TZVPD RIJCOSX def2/J DEFGRID3
* xyz 0 2
Hg -0.154 0.345 -1.363
Cl -0.755 -2.510 -2.573
C 0.702 -3.068 -3.353
C 0.673 -4.371 -3.826
C 1.779 -4.903 -4.462
C 2.907 -4.117 -4.627
C 2.920 -2.821 -4.149
Cl 4.363 -1.885 -4.399
C 1.825 -2.235 -3.480
S 1.976 -0.590 -2.909
H -0.224 -4.960 -3.692
H 1.761 -5.921 -4.826
H 3.783 -4.503 -5.130
C -0.153 0.121 5.662
Si 0.448 -0.929 4.236
C -0.380 -2.604 4.317
C 2.306 -1.103 4.333
Sb -0.070 -0.004 1.885
Si 1.036 2.303 1.971
C 0.859 3.139 3.640
C 0.410 3.426 0.612
C 2.851 1.939 1.692
Si -2.612 0.310 1.946
C -3.250 -1.432 1.680
C -3.239 0.930 3.600
C -3.217 1.419 0.569
H 0.105 -0.354 6.614
H -1.235 0.251 5.627
H 0.300 1.113 5.642
H -0.108 -3.137 5.232
H -0.098 -3.223 3.463
H -1.467 -2.495 4.305
H 2.608 -1.625 5.246
H 2.785 -0.120 4.337
H 2.695 -1.658 3.477
H -0.183 3.202 3.962
H 1.266 4.154 3.605
H 1.416 2.583 4.398
H -0.679 3.446 0.552
H 0.782 3.094 -0.360
H 0.758 4.451 0.772
H 3.257 1.331 2.504
H 3.437 2.861 1.636
H 2.998 1.386 0.761
H -2.965 -2.083 2.509
H -2.829 -1.859 0.766
H -4.340 -1.452 1.594
H -3.089 0.172 4.372
H -4.310 1.148 3.549
H -2.725 1.842 3.915
H -3.091 0.939 -0.406
H -2.678 2.368 0.532
H -4.281 1.639 0.696
C -1.871 0.136 -5.198
N -0.694 0.983 -5.177
C 0.463 0.769 -5.915
C 1.320 1.755 -5.615
N 0.680 2.559 -4.688
C -0.555 2.081 -4.396
S -1.660 2.736 -3.297
H -2.054 -0.201 -6.215
H -2.716 0.716 -4.838
H -1.733 -0.726 -4.547
H 0.571 -0.074 -6.574
H 2.328 1.931 -5.942
H 1.044 3.385 -4.249
*
```

Computed properties:
Expectation value of S² ... 0.763
Orbital gap (alpha / beta) ... 7.307 / 5.651 eV
Total energy ... -3834.1001 Ha

***

Repeat the third record exactly.
DFT (ωB97M-V/def2-TZVPD) results for a molecular structure, C19H36Cl2HgN2S2SbSi3.

Geometry as ORCA input:
```
! wB97M-V def2-TZVPD RIJCOSX def2/J DEFGRID3
* xyz 0 2
Hg -0.154 0.345 -1.363
Cl -0.755 -2.510 -2.573
C 0.702 -3.068 -3.353
C 0.673 -4.371 -3.826
C 1.779 -4.903 -4.462
C 2.907 -4.117 -4.627
C 2.920 -2.821 -4.149
Cl 4.363 -1.885 -4.399
C 1.825 -2.235 -3.480
S 1.976 -0.590 -2.909
H -0.224 -4.960 -3.692
H 1.761 -5.921 -4.826
H 3.783 -4.503 -5.130
C -0.153 0.121 5.662
Si 0.448 -0.929 4.236
C -0.380 -2.604 4.317
C 2.306 -1.103 4.333
Sb -0.070 -0.004 1.885
Si 1.036 2.303 1.971
C 0.859 3.139 3.640
C 0.410 3.426 0.612
C 2.851 1.939 1.692
Si -2.612 0.310 1.946
C -3.250 -1.432 1.680
C -3.239 0.930 3.600
C -3.217 1.419 0.569
H 0.105 -0.354 6.614
H -1.235 0.251 5.627
H 0.300 1.113 5.642
H -0.108 -3.137 5.232
H -0.098 -3.223 3.463
H -1.467 -2.495 4.305
H 2.608 -1.625 5.246
H 2.785 -0.120 4.337
H 2.695 -1.658 3.477
H -0.183 3.202 3.962
H 1.266 4.154 3.605
H 1.416 2.583 4.398
H -0.679 3.446 0.552
H 0.782 3.094 -0.360
H 0.758 4.451 0.772
H 3.257 1.331 2.504
H 3.437 2.861 1.636
H 2.998 1.386 0.761
H -2.965 -2.083 2.509
H -2.829 -1.859 0.766
H -4.340 -1.452 1.594
H -3.089 0.172 4.372
H -4.310 1.148 3.549
H -2.725 1.842 3.915
H -3.091 0.939 -0.406
H -2.678 2.368 0.532
H -4.281 1.639 0.696
C -1.871 0.136 -5.198
N -0.694 0.983 -5.177
C 0.463 0.769 -5.915
C 1.320 1.755 -5.615
N 0.680 2.559 -4.688
C -0.555 2.081 -4.396
S -1.660 2.736 -3.297
H -2.054 -0.201 -6.215
H -2.716 0.716 -4.838
H -1.733 -0.726 -4.547
H 0.571 -0.074 -6.574
H 2.328 1.931 -5.942
H 1.044 3.385 -4.249
*
```

Computed properties:
Expectation value of S² ... 0.763
Orbital gap (alpha / beta) ... 7.307 / 5.651 eV
Total energy ... -3834.1001 Ha